(1)
{
  "formula": "C52H59InN4SSb",
  "method": "ωB97M-V/def2-TZVPD",
  "e_lumo_ha": -0.112,
  "total_charge": 1,
  "elements": ["In", "C", "N", "C", "C", "C", "C", "C", "C", "C", "N", "C", "C", "C", "C", "C", "C", "N", "C", "C", "H", "H", "H", "H", "H", "H", "H", "H", "H", "H", "H", "H", "H", "H", "H", "H", "H", "H", "H", "H", "C", "C", "C", "C", "C", "C", "C", "C", "N", "C", "C", "C", "C", "C", "C", "C", "C", "C", "C", "H", "H", "H", "H", "H", "H", "H", "H", "H", "H", "H", "H", "H", "H", "H", "H", "H", "H", "H", "H", "H", "H", "H", "H", "S", "Sb", "C", "C", "C", "C", "C", "C", "C", "C", "C", "C", "C", "C", "C", "C", "C", "C", "C", "C", "H", "H", "H", "H", "H", "H", "H", "H", "H", "H", "H", "H", "H", "H", "H"],
  "coordinates": [[-0.8945, -1.1998, -0.6068], [-0.9112, 0.6692, -3.8534], [-0.8278, -0.6863, -3.3343], [-1.9683, -1.4681, -3.8059], [0.4259, -1.3096, -3.5368], [1.4176, -0.8109, -4.3729], [2.6490, -1.4315, -4.4590], [2.9331, -2.5336, -3.6656], [1.9732, -3.0407, -2.8194], [0.6961, -2.4682, -2.7671], [-0.3137, -2.8972, -1.9548], [-0.5196, -4.1856, -1.5711], [-0.0661, -5.2569, -2.3582], [-0.4191, -6.5558, -2.0684], [-1.1984, -6.8380, -0.9600], [-1.6810, -5.7947, -0.1900], [-1.3828, -4.4749, -0.4931], [-2.0003, -3.3803, 0.2121], [-1.9706, -3.5376, 1.6601], [-3.3823, -3.2349, -0.2341], [-0.9701, 0.6749, -4.9490], [-0.0431, 1.2381, -3.5260], [-1.8020, 1.1529, -3.4539], [-1.9860, -1.5235, -4.8996], [-2.8890, -0.9946, -3.4614], [-1.9144, -2.4784, -3.4112], [1.2325, 0.0435, -5.0029], [3.3909, -1.0462, -5.1391], [3.9091, -2.9915, -3.7128], [2.1932, -3.8859, -2.1824], [0.4999, -5.0354, -3.2500], [-0.0932, -7.3521, -2.7187], [-1.4658, -7.8543, -0.7155], [-2.3305, -6.0201, 0.6418], [-2.6043, -4.3606, 2.0023], [-2.3162, -2.6120, 2.1156], [-0.9489, -3.7157, 1.9878], [-3.9569, -4.1565, -0.0830], [-3.4038, -2.9858, -1.2959], [-3.8583, -2.4309, 0.3285], [-0.8747, -0.2202, 6.1280], [-0.4187, -0.5650, 4.7412], [0.7236, -1.3251, 4.5365], [1.1193, -1.6382, 3.2439], [2.3711, -2.4276, 2.9969], [0.3465, -1.2028, 2.1829], [-0.8606, -0.4964, 2.3412], [-1.1836, -0.1491, 3.6665], [-1.7062, -0.3373, 1.2854], [-2.6930, 0.7110, 1.1624], [-3.0791, 0.8473, -0.3186], [-4.1690, 1.8963, -0.5195], [-5.4183, 1.4982, 0.2639], [-5.0529, 1.3764, 1.7401], [-4.5288, 2.7142, 2.2573], [-3.2968, 3.1288, 1.4541], [-3.6600, 3.2481, -0.0234], [-2.1936, 2.0866, 1.6290], [-3.9806, 0.3026, 1.9107], [-0.2163, -0.6491, 6.8775], [-1.8783, -0.6053, 6.3006], [-0.9059, 0.8589, 6.2691], [1.3202, -1.6430, 5.3779], [2.8573, -2.6899, 3.9327], [3.0717, -1.8446, 2.4001], [2.1507, -3.3479, 2.4557], [0.7099, -1.3877, 1.1704], [-2.0779, 0.4081, 3.8881], [-3.4321, -0.1269, -0.6834], [-2.1876, 1.1473, -0.8827], [-4.4149, 1.9687, -1.5853], [-5.8015, 0.5429, -0.1031], [-6.2012, 2.2465, 0.1279], [-5.9379, 1.0806, 2.3133], [-4.2738, 2.6304, 3.3156], [-5.3033, 3.4747, 2.1580], [-2.9309, 4.0943, 1.8186], [-2.7816, 3.5499, -0.5979], [-4.4300, 4.0093, -0.1593], [-1.8857, 2.0551, 2.6731], [-1.3186, 2.3498, 1.0272], [-4.3358, -0.6478, 1.5016], [-3.7813, 0.1426, 2.9686], [0.5338, 1.2923, -0.7724], [2.6876, 1.9918, -0.4168], [3.8029, 1.5616, -2.2066], [4.9121, 0.7395, -2.2516], [5.5102, 0.4815, -3.4744], [5.0154, 1.0540, -4.6328], [3.9065, 1.8818, -4.5778], [3.2854, 2.1186, -3.3660], [3.3399, 1.3324, 1.5351], [4.6236, 0.8970, 1.8022], [4.9463, 0.4870, 3.0867], [4.0030, 0.5470, 4.0985], [2.7297, 1.0183, 3.8315], [2.3906, 1.3924, 2.5421], [2.5340, 4.1242, -0.3509], [3.1915, 4.9085, -1.2815], [2.9980, 6.2800, -1.2734], [2.1707, 6.8580, -0.3247], [1.5298, 6.0690, 0.6158], [1.7072, 4.6969, 0.6000], [5.3149, 0.3099, -1.3452], [6.3688, -0.1686, -3.5202], [5.4885, 0.8546, -5.5818], [3.5230, 2.3431, -5.4752], [2.3962, 2.7366, -3.3190], [5.3758, 0.8797, 1.0266], [5.9397, 0.1245, 3.2978], [4.2582, 0.2201, 5.0949], [1.9956, 1.0872, 4.6184], [1.3801, 1.7101, 2.3206], [3.8602, 4.4583, -2.0042], [3.4917, 6.8954, -2.0104], [2.0342, 7.9277, -0.3103], [0.8875, 6.5195, 1.3575], [1.2054, 4.0744, 1.3290]],
  "atomic_forces_ev_per_a": [[-0.1, -0.5, 0.4], [0.1, 0.3, 0.0], [-0.3, 0.3, 0.7], [-0.3, -0.3, -0.2], [0.7, -0.6, 0.1], [-0.1, 0.0, -0.1], [0.1, -0.1, 0.1], [0.1, 0.2, -0.2], [-0.3, 0.0, 0.1], [0.7, 0.4, -0.8], [-0.6, 2.0, 1.8], [-0.5, -0.8, 0.1], [-0.1, 0.2, 0.0], [0.1, 0.0, 0.1], [-0.1, -0.1, 0.1], [0.0, 0.0, 0.0], [0.5, -0.2, -0.3], [0.3, 0.3, -0.2], [0.1, 0.0, 0.5], [-0.4, 0.2, -0.1], [0.0, 0.0, 0.0], [-0.1, 0.0, 0.0], [-0.1, 0.0, 0.0], [0.0, 0.1, 0.0], [0.0, 0.0, 0.0], [-0.1, 0.0, -0.1], [-0.1, 0.2, 0.0], [0.0, 0.0, -0.1], [0.1, -0.1, 0.0], [0.0, 0.0, 0.0], [0.1, -0.1, 0.0], [0.1, -0.1, -0.1], [0.0, -0.1, 0.0], [-0.1, 0.0, 0.1], [0.0, 0.0, 0.0], [-0.1, 0.0, 0.0], [0.0, 0.0, 0.0], [0.1, 0.1, 0.0], [0.0, -0.1, -0.1], [0.0, 0.0, 0.0], [0.0, 0.0, 0.0], [0.0, -0.1, 0.1], [-0.1, 0.0, -0.2], [0.0, -0.2, 0.1], [0.0, 0.1, -0.1], [-0.2, 0.1, -0.2], [0.4, -0.4, 0.7], [-0.1, 0.1, -0.1], [0.7, -0.7, -2.3], [-0.4, 0.1, 0.2], [0.1, 0.0, 0.2], [-0.2, 0.1, -0.4], [0.1, -0.1, 0.0], [-0.3, -0.1, 0.2], [0.0, 0.0, -0.1], [0.1, 0.2, 0.1], [0.0, -0.1, 0.1], [-0.1, 0.0, -0.1], [0.0, 0.2, -0.1], [0.1, 0.0, 0.1], [-0.1, 0.0, 0.1], [0.0, 0.1, 0.1], [0.1, -0.1, 0.1], [0.0, 0.0, 0.0], [0.1, 0.0, -0.1], [0.0, -0.1, 0.0], [0.2, -0.1, -0.1], [-0.1, 0.0, 0.0], [-0.1, -0.2, 0.0], [0.1, 0.0, -0.1], [0.1, 0.0, 0.1], [-0.1, 0.0, 0.0], [0.0, 0.0, 0.0], [0.0, 0.0, 0.0], [0.0, 0.0, 0.1], [-0.1, 0.1, 0.1], [0.0, 0.0, 0.0], [0.0, 0.1, -0.1], [0.0, 0.0, -0.1], [0.0, 0.0, 0.0], [0.0, 0.0, 0.1], [0.0, 0.0, 0.0], [0.0, 0.0, 0.0], [-0.2, -0.4, 0.0], [0.1, 0.1, 0.1], [-0.3, 0.1, 0.9], [0.1, 0.0, 0.2], [0.1, -0.1, 0.0], [0.0, 0.1, 0.0], [0.0, 0.0, -0.1], [-0.3, 0.2, 0.1], [-0.2, 0.2, -0.9], [0.3, -0.1, -0.1], [0.1, 0.0, 0.0], [0.0, 0.0, 0.0], [0.0, 0.2, 0.0], [-0.3, 0.1, -0.1], [0.1, -0.8, -0.1], [0.2, -0.1, -0.2], [0.0, 0.1, 0.0], [0.1, 0.0, 0.0], [-0.1, 0.0, 0.1], [-0.1, -0.1, 0.2], [0.1, -0.1, 0.0], [0.1, -0.1, 0.0], [0.1, 0.0, -0.1], [-0.1, 0.0, -0.1], [0.0, 0.1, -0.1], [0.1, -0.1, 0.0], [0.1, 0.0, 0.0], [0.1, 0.0, 0.1], [-0.1, 0.0, 0.0], [-0.1, 0.0, 0.0], [0.0, 0.0, -0.1], [0.1, 0.1, 0.0], [0.0, 0.1, 0.0], [0.0, 0.0, 0.1], [-0.1, 0.0, 0.1]],
  "lowdin_charge": [0.977, -0.102, -0.232, -0.058, -0.218, -0.019, -0.085, -0.072, -0.023, -0.276, -0.038, -0.233, -0.021, -0.076, -0.082, -0.026, -0.207, -0.253, -0.061, -0.059, 0.103, 0.042, 0.089, 0.106, 0.092, 0.077, 0.106, 0.094, 0.108, 0.119, 0.111, 0.109, 0.104, 0.112, 0.096, 0.080, 0.102, 0.107, 0.091, 0.073, -0.039, -0.273, -0.041, -0.288, -0.025, -0.066, -0.323, 0.005, -0.016, -0.471, -0.134, -0.275, -0.110, -0.283, -0.108, -0.281, -0.108, -0.084, -0.068, 0.077, 0.086, 0.084, 0.118, 0.082, 0.073, 0.084, 0.070, 0.098, 0.107, 0.056, 0.144, 0.123, 0.126, 0.145, 0.124, 0.123, 0.143, 0.123, 0.126, 0.111, 0.076, 0.112, 0.113, 0.179, 1.366, -0.340, -0.109, -0.073, -0.082, -0.075, -0.152, -0.326, -0.123, -0.074, -0.062, -0.068, -0.130, -0.343, -0.121, -0.068, -0.067, -0.068, -0.124, 0.093, 0.112, 0.114, 0.115, 0.102, 0.091, 0.111, 0.115, 0.110, 0.087, 0.093, 0.111, 0.110, 0.110, 0.092]
}

(2)
{
  "formula": "H2O3PS",
  "method": "ωB97M-V/def2-TZVPD",
  "e_lumo_ha": 0.146,
  "total_charge": -1,
  "smiles": "O=[S@]1([O-])=[PH2]O1",
  "elements": ["O", "S", "O", "P", "O", "H", "H"],
  "coordinates": [[-1.8818, -0.1438, 1.2983], [-0.8725, -0.0243, 0.3055], [-1.3946, -0.2171, -1.0440], [1.2238, -0.0772, 0.3442], [0.4281, 1.6253, 0.4175], [1.3928, 0.3151, -1.0698], [1.1043, -1.4779, -0.2518]],
  "atomic_forces_ev_per_a": [[-0.7, 0.3, 1.9], [0.8, 2.0, -2.3], [0.3, 0.5, 0.4], [1.7, 0.7, -1.6], [-2.6, -3.4, 0.2], [0.6, -0.5, 0.9], [-0.1, 0.4, 0.5]],
  "lowdin_charge": [-0.409, 0.477, -0.451, 0.393, -0.759, -0.092, -0.159]
}

(3)
{
  "formula": "H3O3P",
  "method": "ωB97M-V/def2-TZVPD",
  "e_lumo_ha": 0.020,
  "total_charge": 0,
  "smiles": "OOPO",
  "elements": ["O", "O", "P", "O", "H", "H", "H"],
  "coordinates": [[-1.6130, -0.3234, 0.7359], [-1.0200, 0.0990, -0.5077], [0.3687, 0.8909, -0.6848], [1.5600, -0.1430, -0.3002], [-1.4986, -1.2057, 1.0788], [0.4596, 1.5062, 0.7009], [1.7434, -0.8238, -1.0228]],
  "atomic_forces_ev_per_a": [[-1.0, 2.7, 1.2], [-1.1, -1.7, -0.5], [0.5, 1.1, 2.1], [0.8, -2.0, -1.3], [1.3, -1.2, -1.2], [-0.2, -0.4, -1.6], [-0.3, 1.5, 1.3]],
  "lowdin_charge": [-0.080, -0.471, 0.782, -0.392, 0.080, -0.001, 0.082]
}